one | {
  "formula": "C6H8",
  "method": "ωB97M-V/def2-TZVPD",
  "e_lumo_ev": 1.0,
  "smiles": "C=C=C.C#CC",
  "gap_ev": 10.06,
  "elements": ["C", "C", "C", "H", "H", "H", "H", "C", "C", "C", "H", "H", "H", "H"],
  "xyz": [[-1.9440, 0.9306, -0.7298], [-1.6238, 0.1277, 0.2048], [-1.5016, -0.7611, 1.1189], [-1.1121, 1.5552, -1.2357], [-2.8981, 0.9724, -1.1550], [-1.5753, -0.3826, 2.0948], [-1.2407, -1.7296, 0.9283], [0.9919, 1.2761, 0.5245], [1.3922, 0.2335, 0.0896], [2.1199, -0.8694, -0.4845], [0.4601, 2.1705, 0.6968], [1.4408, -1.5431, -0.9629], [2.7759, -1.3911, 0.3427], [2.7148, -0.5892, -1.4323]],
  "nbo_charge": [-0.516, 0.132, -0.501, 0.223, 0.223, 0.219, 0.216, -0.255, 0.004, -0.702, 0.234, 0.236, 0.245, 0.243]
}

***

two | {
  "formula": "C6H8",
  "method": "ωB97M-V/def2-TZVPD",
  "e_lumo_ev": 1.2,
  "smiles": "C1[C@H]2C[C@H]3[C@@H]1[C@@H]23",
  "gap_ev": 9.53,
  "elements": ["C", "C", "C", "C", "C", "C", "H", "H", "H", "H", "H", "H", "H", "H"],
  "xyz": [[-1.3089, -0.3339, -0.3703], [-0.1803, 0.6498, -0.7232], [0.2660, 1.1668, 0.6604], [0.7467, -0.2689, 0.9571], [-0.2298, -1.2061, 0.2819], [0.8837, -0.4347, -0.5022], [-1.7555, -0.8790, -1.2016], [-2.1174, 0.0977, 0.2432], [-0.2396, 1.2689, -1.6123], [1.1519, 1.7990, 0.5439], [-0.4826, 1.6488, 1.2929], [1.4307, -0.5856, 1.7347], [0.1069, -2.0659, -0.2769], [1.7284, -0.8569, -1.0276]],
  "nbo_charge": [-0.402, -0.211, -0.368, -0.236, -0.293, -0.213, 0.208, 0.197, 0.210, 0.209, 0.188, 0.227, 0.257, 0.225]
}

***

Stability ranking, top and bottom: two is the most stable and one is the least stable.